No. 1
Formula: C31H37BrFN3O3
Source: the Open Molecules 2025 dataset
Level of theory: wB97M-V/def2-TZVPD

Values from the calculation:
SMILES string	O=C(Cc1ccc(F)cc1)N1CCC(C[C@H]2CC(c3cccc(Br)c3)=NO2)(C(=O)NCC2CCCCC2)CC1
orbital gap	9.05	eV
F_max	0.021	hartree/bohr
HOMO	-8.614	eV
E_tot	-116121.478	eV
LUMO level	0.44	eV

```
76
C31H37BrFN3O3 (wB97M-V/def2-TZVPD)
N 0.76 0.82 0.80
C -2.90 2.96 -0.54
C -3.46 3.05 0.88
C -5.23 -0.84 -0.21
O 4.04 -2.92 -0.42
C -2.46 3.74 1.80
H 2.39 -2.19 -1.41
C -5.49 0.09 -2.39
H -2.30 4.76 1.45
H -1.18 2.15 -1.55
H 3.42 -0.07 -1.51
C 5.10 -1.03 -0.53
C 3.66 -0.60 -0.59
C 7.53 -0.65 -0.47
C 6.06 1.25 -0.68
H -4.40 3.60 0.88
H 1.52 2.74 0.95
H -5.31 -0.75 0.86
C -0.56 2.89 0.38
C 6.24 -0.13 -0.56
H 2.54 -1.66 1.59
C -0.07 -1.70 1.95
C 2.06 -2.15 0.73
N -2.25 -2.06 0.90
C -4.32 -3.14 0.14
H 7.66 -1.71 -0.38
H 9.30 2.24 -0.64
H 3.41 0.06 0.25
C 8.44 1.58 -0.62
H -2.02 -1.40 2.83
C -1.58 2.21 -0.54
C -3.45 -2.58 1.26
H 0.66 0.68 1.79
H -1.75 1.18 -0.20
O -3.84 -2.55 2.41
H 1.15 2.15 -0.70
H -0.16 -3.55 -0.02
F -5.84 1.13 -3.18
H -1.70 -1.04 -0.84
H 7.02 3.16 -0.80
H -2.21 -2.72 -1.08
C -1.66 -2.06 -0.42
H -0.03 -2.73 2.29
C 2.95 -1.96 -0.50
H -1.29 1.99 2.20
C -4.66 -2.13 -2.15
H -3.82 -3.93 -0.41
C -1.12 2.99 1.80
C -1.53 -1.27 1.87
C -0.20 -2.52 -0.36
C -5.60 0.23 -1.01
H -4.97 -1.15 -4.05
H -5.97 1.15 -0.59
H -1.60 -0.21 1.57
H -2.75 3.96 -0.93
Br 10.37 -0.50 -0.38
C -5.03 -1.07 -2.97
H -3.67 2.04 1.25
C 7.16 2.09 -0.71
H 0.21 -2.46 -1.37
H 5.07 1.67 -0.75
H 0.45 -1.10 2.70
H -5.20 -3.57 0.63
N 5.23 -2.29 -0.44
C 0.62 -1.63 0.58
H -0.40 3.91 0.00
C 0.80 2.19 0.34
H -4.30 -3.04 -2.60
O 0.74 -0.08 -1.25
C -4.75 -2.02 -0.77
H -2.85 3.78 2.82
H -0.41 3.50 2.44
C 8.61 0.21 -0.50
C 0.69 -0.23 -0.05
H -3.62 2.45 -1.19
H 2.03 -3.22 0.94
```

=====

No. 2
Formula: C31H37CoN5
Source: the Open Molecules 2025 dataset
Level of theory: wB97M-V/def2-TZVPD

Values from the calculation:
orbital gap (spin up / spin down)	1.92 / 3.37	eV
⟨S²⟩	6.030
F_max	0.125	hartree/bohr
HOMO (spin up / spin down)	0.274 / -1.251	eV
E_tot	-77819.390	eV
LUMO level (spin up / spin down)	2.20 / 2.12	eV
charge	-1
multiplicity	5

```
74
C31H37CoN5 (wB97M-V/def2-TZVPD)
H 3.93 0.11 -0.38
H 1.32 -3.61 -0.16
C -0.38 3.41 0.92
C 0.27 -3.35 -0.33
C 0.76 0.48 -4.27
H 2.74 -0.54 2.78
C 1.89 -0.50 -4.24
C -0.23 -1.16 -1.42
C 0.56 1.10 1.71
C 1.22 2.65 -1.65
C -2.34 -3.12 2.82
C 2.98 0.01 -0.94
H 1.79 1.82 -5.60
H 2.83 -1.06 -1.14
C -4.13 0.90 1.04
H 1.92 2.25 -2.38
H -0.79 3.79 -0.03
C 0.83 1.59 -5.12
C 0.06 1.13 3.11
H 1.66 -1.43 -4.78
H -0.23 4.53 -5.77
H 2.19 -0.75 -3.22
H -2.89 -3.06 3.75
H 1.57 3.65 -1.35
H 0.25 2.78 -2.15
C -1.48 2.05 -4.77
H -0.70 -4.19 -2.72
H -3.20 -0.51 -4.02
C -2.95 0.22 1.17
H -4.66 2.36 -0.43
H -1.05 3.59 -7.02
H -0.38 0.16 3.36
N -0.55 -0.92 -2.73
H -5.01 0.85 1.66
C -1.59 0.94 -3.92
H 1.41 -1.63 2.32
N -0.76 -2.01 1.37
C 1.83 0.57 -0.16
H -1.03 -1.48 3.38
H 2.85 -1.50 1.29
C 0.33 2.11 0.71
C -0.20 3.58 -6.32
H -2.37 2.64 -4.97
C -2.92 0.42 -3.51
C -0.28 2.40 -5.38
C 1.07 1.75 -0.47
C -0.60 -3.12 -2.58
H -0.72 1.89 3.23
H 3.11 0.53 -1.90
H -1.20 3.29 1.64
H -2.93 0.23 -2.43
H -1.65 -5.01 0.05
H -1.20 -2.10 -4.42
C -0.69 -3.19 0.70
N -0.10 -2.55 -1.40
N -2.07 0.63 0.16
H -2.33 2.11 -1.42
C 2.17 -0.94 1.94
C -0.42 0.26 -3.55
H 2.75 -0.04 -4.75
C -2.55 -4.14 1.89
C -2.73 1.55 -0.56
N -3.97 1.73 -0.06
C 1.49 0.14 1.17
C -0.88 -2.11 -3.40
H 0.86 1.34 3.84
C -1.68 -4.22 0.82
H -3.32 -4.91 2.01
H -3.69 1.17 -3.74
H 0.31 4.17 1.31
Co -0.14 0.26 0.05
C -1.35 -2.16 2.58
H -2.66 -0.51 1.91
H 0.72 3.57 -6.90
```

=====

No. 3
Formula: C31H37FeN6
Source: the Open Molecules 2025 dataset
Level of theory: wB97M-V/def2-TZVPD

Values from the calculation:
orbital gap (spin up / spin down)	4.37 / 4.46	eV
⟨S²⟩	1.234
F_max	0.056	hartree/bohr
HOMO (spin up / spin down)	-12.582 / -12.512	eV
E_tot	-76058.719	eV
LUMO level (spin up / spin down)	-8.21 / -8.06	eV
charge	+2
multiplicity	2

```
75
C31H37FeN6 (wB97M-V/def2-TZVPD)
N -1.10 3.89 -1.61
C -0.88 1.42 2.96
H -1.36 5.87 -2.22
C 2.44 -0.31 -0.34
C 1.18 -4.53 -0.80
H 0.58 3.05 -0.60
C 5.11 1.66 1.32
C -2.98 -1.93 0.70
C 2.94 1.03 0.28
H 1.18 -2.64 -1.84
C -0.55 5.16 -2.08
H 0.55 -4.51 -3.38
C -1.52 -1.82 -1.25
H 2.36 -2.39 0.24
C 4.44 1.16 0.29
C 3.06 1.93 2.63
C 3.27 -0.70 -1.52
C -1.44 1.81 4.17
H 0.53 0.92 -3.91
N 0.97 1.13 1.69
H -2.18 -3.08 2.32
H 0.49 -5.33 -0.54
N -1.21 1.89 -0.70
H -1.41 -1.54 -2.29
C 1.21 -0.13 -2.21
C -2.81 1.78 4.33
H -3.44 -0.86 -1.11
H 6.19 1.76 1.28
H -0.11 -0.70 -3.78
C 2.29 1.35 1.59
C -2.37 3.42 -1.84
H 4.96 0.89 -0.62
H 0.14 5.56 -1.33
H 4.96 2.51 3.33
C -0.20 -3.97 -2.79
H -3.55 0.77 1.20
H 1.68 -4.21 0.11
C 0.14 0.19 -3.20
C -2.00 -2.69 1.33
H -0.03 5.03 -3.02
N 0.47 1.51 2.85
H 2.55 2.22 3.54
H 1.94 -4.95 -1.47
C -0.84 -3.07 0.66
H -3.11 3.99 -2.38
H -3.26 2.07 5.27
H 4.28 -1.09 -1.43
H -0.75 0.59 -2.72
C 2.41 -1.41 0.72
C 0.45 -3.39 -1.53
H 2.59 1.82 -0.42
H 1.56 -1.31 1.39
H -5.12 -1.78 0.55
H -0.64 -3.21 -3.43
H -4.55 -2.64 1.97
C -2.43 2.19 -1.27
C -0.44 2.94 -0.93
H -0.77 2.14 4.96
N -1.65 0.99 1.93
C -2.68 -1.43 -0.58
H -0.99 -4.68 -2.53
H -4.67 1.38 3.32
H 3.32 -1.37 1.32
N 1.10 -0.02 -0.93
C 4.40 2.08 2.51
H -3.27 1.51 -1.23
H 2.83 -0.80 -3.64
H -0.16 -3.74 1.16
C -0.61 -2.72 -0.67
C -4.35 -1.79 1.32
C 2.54 -0.59 -2.62
C -2.97 1.03 2.08
H -4.47 -0.90 1.92
Fe -0.62 0.16 0.30
C -3.60 1.40 3.25
```